No. 1
This record from OMol25 describes a cluster of 5 separate species, H10O5 in total. The level of theory is the ωB97M-V functional and the def2-TZVPD basis.

Each line ends with the Löwdin charge.
Element x y z (Å)
O1 0.70373 -1.93573 -2.16420  -0.03
H1 1.25673 -2.43573 -2.75920  0.04
H2 0.95773 -1.03973 -2.32020  0.02
O2 -2.06527 -0.96673 -0.34020  -0.05
H3 -2.92227 -1.23173 0.08280  0.09
H4 -2.17227 -0.27173 -0.97420  0.04
O3 0.76373 1.19927 2.80780  -0.05
H5 0.26273 0.93927 3.61580  0.06
H6 0.63773 0.50527 2.20380  -0.05
O4 0.52573 2.67427 -0.10920  -0.07
H7 0.82573 1.75927 0.11980  0.01
H8 0.11473 2.47227 -0.93320  0.00
O5 0.52673 -0.20773 0.41180  -0.04
H9 -0.35927 -0.53173 0.43180  0.00
H10 0.94373 -0.92873 -0.07320  0.05

Atoms 1-2, force components in eV/Å:
O -0.3 -0.6 0.4
H 0.2 -0.4 -0.2

Values from the calculation:
E_LUMO: 0.2 eV
total charge: 0
ΔE to the lowest compared entry with this formula, charge and spin: 111.0 kJ/mol
total energy: -382.18188 a.u.
HOMO energy: -0.3883 Ha
orbital gap: 10.789 eV

=====

No. 2
This record from OMol25 describes a cluster of 5 separate species, H10O5 in total. The level of theory is the ωB97M-V functional and the def2-TZVPD basis.

Each line ends with the Löwdin charge.
Element x y z (Å)
O1 0.32169 0.91328 -2.26004  -0.06
O2 0.09391 2.19143 0.53700  -0.11
O3 0.30904 0.07513 2.18909  -0.05
O4 -0.97943 -1.71352 1.08888  -0.05
O5 -0.18166 -1.61059 -1.41483  -0.04
H1 1.23704 0.98501 -2.48737  0.04
H2 -0.51142 2.92806 0.79145  0.06
H3 1.17925 0.39282 2.08669  0.04
H4 -0.37984 -2.37062 1.34213  0.03
H5 -0.70170 -1.85254 -2.16212  0.05
H6 0.28990 1.25376 -1.31451  0.05
H7 0.14512 1.56980 1.32678  0.01
H8 -0.35888 -0.52675 1.91930  -0.04
H9 -0.64795 -1.42101 0.18079  0.04
H10 0.18493 -0.81427 -1.82326  0.01

Atoms 1-2, force components in eV/Å:
O -0.6 0.3 1.7
O -0.4 0.3 0.8

Values from the calculation:
E_LUMO: 0.7 eV
total charge: 0
ΔE to the lowest compared entry with this formula, charge and spin: 144.0 kJ/mol
total energy: -382.16934 a.u.
HOMO energy: -0.4041 Ha
orbital gap: 11.680 eV

=====

No. 3
This record from OMol25 describes a cluster of 5 separate species, H10O5 in total. The level of theory is the ωB97M-V functional and the def2-TZVPD basis.

Each line ends with the Löwdin charge.
Element x y z (Å)
O1 -1.92453 1.52093 -3.02687  -0.02
H1 -2.67653 1.00193 -2.78387  0.03
H2 -1.25753 0.86293 -3.11987  0.01
O2 -1.10953 0.29193 0.33613  -0.03
H3 -1.29553 0.90093 -0.38787  0.04
H4 -0.69653 -0.45807 -0.07087  0.00
O3 0.80447 1.16693 2.07613  -0.04
H5 1.20747 1.77793 1.48513  0.03
H6 0.04547 0.97693 1.53213  -0.02
O4 1.03547 -1.66307 2.48213  -0.08
H7 1.04647 -0.70107 2.42613  -0.02
H8 1.24347 -1.86607 1.54813  0.00
O5 1.00247 -1.38407 -0.47687  -0.01
H9 1.69747 -0.80307 -0.61187  0.03
H10 0.87747 -1.62507 -1.40787  0.08

Atoms 1-2, force components in eV/Å:
O 0.0 0.9 0.2
H -1.1 -0.3 0.2

Values from the calculation:
E_LUMO: -0.4 eV
total charge: 0
ΔE to the lowest compared entry with this formula, charge and spin: 114.3 kJ/mol
total energy: -382.18063 a.u.
HOMO energy: -0.3811 Ha
orbital gap: 10.016 eV

=====

No. 4
This record from OMol25 describes a cluster of 5 separate species, H10O5 in total. The level of theory is the ωB97M-V functional and the def2-TZVPD basis.

Each line ends with the Löwdin charge.
Element x y z (Å)
O1 -2.74143 0.44439 1.08583  -0.05
H1 -2.15837 -0.25157 0.72884  -0.02
H2 -3.39467 0.62098 0.45481  -0.01
O2 1.31088 1.79277 1.41057  -0.09
H3 1.28325 1.07292 2.06421  0.04
H4 2.19111 1.76613 0.91927  0.07
O3 0.74414 -0.75675 -0.83123  -0.04
H5 1.03541 -0.09753 -0.21115  0.00
H6 0.10147 -1.27971 -0.36937  -0.02
O4 2.59705 1.07732 -2.20722  -0.06
H7 2.06107 0.33641 -1.89681  -0.01
H8 1.97002 1.74586 -1.92920  0.03
O5 -1.47102 -1.83807 0.35984  -0.07
H9 -1.89531 -1.97680 -0.50725  0.09
H10 -1.63361 -2.65634 0.92887  0.13

Atoms 1-2, force components in eV/Å:
O 1.6 -0.4 1.4
H -0.5 0.4 0.3

Values from the calculation:
E_LUMO: 0.0 eV
total charge: 0
ΔE to the lowest compared entry with this formula, charge and spin: 127.0 kJ/mol
total energy: -382.17580 a.u.
HOMO energy: -0.4071 Ha
orbital gap: 11.099 eV

=====

> The lowest ΔE to the lowest compared entry with this formula, charge and spin belongs to which entry?

number 1